Molecular formula: C2H2ClP
Method: DFT, the ωB97M-V functional and the def2-TZVPD basis

Geometry (Å):
1 Cl -2.57 -0.17 -0.15
2 H -1.28 1.51 -0.45
3 H 2.67 -1.49 0.30
4 C -1.35 0.86 0.35
5 C 1.97 -0.74 -0.02
6 P 0.56 0.02 -0.03

SMILES string: C#P=CCl
Net charge: 0
Lowest unoccupied orbital energy (spin up / spin down), eV: -1.168 / -1.169
2S+1: 1
Relative energy (zero: lowest compared OMol25 entry of this formula, charge and spin), kcal/mol: 115.6

***

Molecular formula: C2H2CsFNaO2
Method: DFT, the ωB97M-V functional and the def2-TZVPD basis

Geometry (Å):
1 H -0.28 1.10 2.53
2 H -0.99 -0.54 2.15
3 O 1.59 -0.87 0.12
4 F 0.99 -1.75 -1.30
5 O -0.51 1.09 -0.62
6 Na -2.56 0.27 -2.25
7 C -0.44 0.32 1.78
8 C -0.46 0.68 0.50
9 Cs 2.66 -0.29 -2.92

Net charge: 0
Expectation value of S²: 1.027
Lowest unoccupied orbital energy (spin up / spin down), eV: -0.658 / -0.694
2S+1: 2

***

Molecular formula: C2H2CsO
Method: DFT, the ωB97M-V functional and the def2-TZVPD basis

Geometry (Å):
1 H 1.64 0.93 0.56
2 H 1.55 -0.12 -0.95
3 C 1.34 -0.05 0.13
4 C -0.85 1.04 0.03
5 O -0.18 0.00 0.16
6 Cs -3.51 -1.80 0.08

Net charge: 0
Expectation value of S²: 0.755
Lowest unoccupied orbital energy (spin up / spin down), eV: -1.309 / -1.448
2S+1: 2
Relative energy (zero: lowest compared OMol25 entry of this formula, charge and spin), kcal/mol: 12.8

***

Molecular formula: C2H2ErLiO2
Method: DFT, the ωB97M-V functional and the def2-TZVPD basis

Geometry (Å):
1 H -1.02 1.78 0.19
2 H 0.58 2.01 -1.90
3 C -0.28 -0.10 1.02
4 Li 0.84 -2.10 2.51
5 O 0.03 0.58 -1.16
6 C -0.50 0.83 0.01
7 Er 0.09 -1.75 -1.55
8 O 0.26 -1.24 0.88

Net charge: +3
Expectation value of S²: 6.014
Lowest unoccupied orbital energy (spin up / spin down), eV: -15.435 / -15.324
2S+1: 5
Relative energy (zero: lowest compared OMol25 entry of this formula, charge and spin), kcal/mol: 0.0

***

Molecular formula: C2H2F2I2O
Method: DFT, the ωB97M-V functional and the def2-TZVPD basis

Geometry (Å):
1 F -0.06 -2.10 -0.51
2 I -0.24 -0.26 -2.77
3 I 1.01 2.24 -0.46
4 F -1.63 -0.70 -0.33
5 C 0.66 0.50 0.68
6 C -0.37 -0.85 -0.71
7 H 1.53 -0.04 0.74
8 H -0.91 0.64 1.56
9 O 0.02 0.56 1.81

Net charge: 0
Lowest unoccupied orbital energy, eV: -0.085
2S+1: 1
Relative energy (zero: lowest compared OMol25 entry of this formula, charge and spin), kcal/mol: 51.9

***

Molecular formula: C2H2F2LiOYb
Method: DFT, the ωB97M-V functional and the def2-TZVPD basis

Geometry (Å):
1 C -0.82 0.52 0.19
2 H -0.32 -0.61 -1.62
3 H -0.68 0.72 1.26
4 O 1.26 -0.66 -0.15
5 F -2.07 -0.11 0.24
6 Li -0.60 -2.28 0.32
7 F 0.30 2.06 0.14
8 Yb 2.96 0.70 0.21
9 C -0.02 -0.36 -0.59

Net charge: +1
Lowest unoccupied orbital energy, eV: -5.467
2S+1: 1
Relative energy (zero: lowest compared OMol25 entry of this formula, charge and spin), kcal/mol: 59.0